{"formula": "C30H35F9NO26", "method": "the ωB97M-V functional and the def2-TZVPD basis", "species": ["C", "C", "O", "O", "C", "C", "C", "C", "N", "F", "H", "H", "H", "H", "H", "H", "H", "H", "H", "H", "H", "C", "C", "O", "C", "O", "O", "F", "H", "H", "H", "C", "C", "O", "C", "O", "O", "F", "H", "H", "H", "C", "C", "O", "C", "O", "O", "F", "H", "H", "H", "C", "C", "O", "C", "O", "O", "F", "H", "H", "H", "C", "C", "O", "C", "O", "O", "F", "H", "H", "H", "C", "C", "O", "C", "O", "O", "F", "H", "H", "H", "C", "C", "O", "C", "O", "O", "F", "H", "H", "H", "C", "C", "O", "C", "O", "O", "F", "H", "H", "H"], "coordinates": [[-2.886, -4.097, -1.011], [-3.023, -2.599, -0.282], [-3.781, -2.560, 0.816], [-2.326, -1.472, -0.917], [-2.584, -0.193, -0.239], [-1.673, -0.148, 1.123], [-1.042, 1.362, 1.454], [-1.461, 1.902, 2.945], [-2.819, 2.564, 3.029], [-2.978, 2.807, 4.380], [-3.995, -4.460, -1.175], [-2.262, -4.022, -2.017], [-2.307, -4.851, -0.314], [-2.346, 0.701, -0.994], [-3.748, -0.079, -0.005], [-0.803, -0.939, 0.974], [-2.329, -0.549, 2.028], [0.138, 1.187, 1.488], [-1.222, 2.125, 0.581], [-0.664, 2.703, 3.297], [-1.400, 0.995, 3.686], [0.542, -0.900, -4.024], [0.829, -1.710, -2.806], [1.407, -0.779, -1.919], [0.858, 0.421, -2.259], [0.897, 1.415, -1.553], [0.252, 0.373, -3.484], [1.743, -2.671, -3.070], [1.406, -0.822, -4.693], [-0.307, -1.289, -4.591], [-0.058, -2.156, -2.344], [4.372, -0.041, 2.225], [3.675, -0.112, 0.910], [2.643, -1.045, 1.134], [2.344, -0.933, 2.458], [1.328, -1.373, 2.971], [3.319, -0.260, 3.142], [4.495, -0.605, -0.045], [5.128, -0.824, 2.347], [4.843, 0.931, 2.394], [3.245, 0.839, 0.578], [-1.064, 4.397, -1.942], [-1.761, 4.326, -3.257], [-2.793, 3.392, -3.033], [-3.092, 3.505, -1.709], [-4.107, 3.065, -1.196], [-2.117, 4.178, -1.025], [-0.941, 3.833, -4.212], [-0.308, 3.614, -1.820], [-0.593, 5.369, -1.773], [-2.191, 5.277, -3.589], [-1.397, -0.807, 7.119], [-1.016, 0.383, 7.932], [0.388, 0.430, 7.809], [0.656, -0.120, 6.592], [1.722, -0.010, 6.010], [-0.420, -0.805, 6.097], [-1.323, 0.195, 9.235], [-1.331, -1.744, 7.682], [-2.403, -0.719, 6.700], [-1.448, 1.325, 7.579], [-0.853, -0.745, -8.490], [-0.401, -2.153, -8.300], [0.946, -2.017, -7.909], [1.010, -0.814, -7.271], [1.935, -0.467, -6.556], [-0.093, -0.046, -7.524], [-0.439, -2.833, -9.468], [-0.618, -0.356, -9.487], [-1.924, -0.624, -8.309], [-0.955, -2.701, -7.531], [-1.951, 0.208, 12.360], [-3.140, 0.641, 13.146], [-3.121, -0.210, 14.270], [-1.806, -0.511, 14.463], [-1.359, -0.995, 15.490], [-1.048, -0.198, 13.369], [-4.282, 0.413, 12.459], [-2.164, -0.641, 11.701], [-1.530, 1.020, 11.761], [-3.105, 1.686, 13.475], [4.212, -4.942, -3.196], [3.744, -6.292, -2.773], [4.005, -7.100, -3.899], [5.076, -6.520, -4.510], [5.763, -7.072, -5.353], [5.292, -5.248, -4.056], [2.411, -6.292, -2.549], [3.451, -4.385, -3.753], [4.545, -4.333, -2.351], [4.269, -6.697, -1.901], [1.460, 4.547, -6.729], [1.632, 5.338, -7.980], [0.341, 5.845, -8.229], [-0.237, 5.964, -7.001], [-1.242, 6.618, -6.778], [0.452, 5.266, -6.047], [1.982, 4.538, -9.012], [1.113, 3.525, -6.917], [2.378, 4.501, -6.136], [2.343, 6.167, -7.893]], "e_homo_ev": -1.1664, "relative_energy_ev": 5.3694, "total_charge": -1}